Record 1
12
Properties=species:S:1:pos:R:3:forces:R:3:nbo_charge:R:1 method="wB97M-V/def2-TZVPD" total_charge=0 mol_weight_g_mol=82.11 homo_ha=-0.299 orbital_gap_ev=7.588 e_lumo_ha=-0.0198 total_energy_ha=-265.3525 relative_energy_ev=4.983
N 0.694647 0.156009 1.727352 -0.1 -0.1 0.2 -0.84
C 0.206783 0.030236 0.388850 0.1 0.1 -0.2 -0.01
C -1.020170 -0.699925 0.085936 0.0 0.1 -0.2 0.09
N -1.528197 -0.715290 -1.087122 0.1 0.1 0.3 -0.63
C 0.929221 0.614058 -2.005766 -0.3 -0.1 0.3 0.05
C 0.907364 0.599076 -0.621510 0.0 -0.1 -0.1 -0.33
H 0.969567 -0.741170 2.112566 0.0 0.1 0.0 0.36
H 0.000196 0.559194 2.346514 0.1 0.0 0.0 0.36
H -1.453148 -1.250468 0.936474 0.1 0.0 -0.2 0.16
H -2.333428 -1.344637 -1.121646 0.2 0.2 -0.1 0.35
H 0.797353 1.643141 -2.390732 -0.2 -0.3 0.0 0.15
H 1.829810 1.149777 -0.370917 0.0 0.1 0.2 0.28

=====

Record 2
12
Properties=species:S:1:pos:R:3:forces:R:3:nbo_charge:R:1 method="wB97M-V/def2-TZVPD" total_charge=0 mol_weight_g_mol=82.11 homo_ha=-0.311 orbital_gap_ev=9.330 e_lumo_ha=0.0316 total_energy_ha=-265.5216 smiles=Cc1cnc[nH]1 relative_energy_ev=0.380
C -0.435112 1.471416 1.438903 0.2 0.3 0.3 -0.64
C -0.168768 0.331959 0.546217 -0.2 -1.5 -0.6 0.08
C -1.031886 -0.468586 -0.153097 -0.1 0.7 -0.3 -0.10
N -0.395739 -1.086169 -1.214183 0.7 -0.2 0.7 -0.45
C 0.885251 -0.786015 -1.054728 -0.8 -0.3 -0.3 0.16
N 1.057232 0.002595 0.020584 0.1 1.9 1.2 -0.52
H -1.494215 1.425088 1.691737 0.1 0.2 0.3 0.24
H -0.243547 2.401111 0.895461 -0.2 0.0 0.0 0.22
H 0.196862 1.535256 2.331475 -0.2 -0.3 0.1 0.21
H -2.082459 -0.559872 0.078130 -0.1 0.0 -0.5 0.20
H 1.710219 -1.023379 -1.704287 -0.1 -0.3 0.0 0.20
H 1.849572 0.421984 0.483341 0.5 -0.4 -0.8 0.41

=====

Record 3
12
Properties=species:S:1:pos:R:3:forces:R:3:nbo_charge:R:1 method="wB97M-V/def2-TZVPD" total_charge=0 mol_weight_g_mol=82.11 homo_ha=-0.338 orbital_gap_ev=10.190 e_lumo_ha=0.0365 total_energy_ha=-265.3460 relative_energy_ev=5.160
C 2.419652 1.427427 0.716516 0.1 0.1 0.0 -0.69
C 1.177685 0.657865 0.779002 -0.4 -0.2 0.1 0.00
C 0.152971 0.031909 0.876190 0.4 0.2 0.0 -0.28
N -2.561296 -1.447552 0.186516 0.0 0.0 -0.3 -0.53
N -2.202564 -1.423862 -1.005875 0.1 -0.1 -0.5 -0.01
C -1.800936 -1.592454 -2.107076 -0.2 0.1 0.6 -0.03
H 2.584277 1.850186 -0.279831 -0.1 -0.1 0.1 0.23
H 2.384974 2.253578 1.433688 0.0 -0.1 -0.1 0.24
H 3.278906 0.797173 0.966587 -0.1 0.1 0.0 0.24
H -0.759118 -0.529181 0.965875 0.2 0.1 0.0 0.25
H -3.474288 -0.997277 0.266686 0.0 0.0 0.0 0.35
H -1.200262 -1.027812 -2.798278 0.0 0.0 0.1 0.23

=====

Record 4
12
Properties=species:S:1:pos:R:3:forces:R:3:nbo_charge:R:1 method="wB97M-V/def2-TZVPD" total_charge=0 mol_weight_g_mol=82.11 homo_ha=-0.280 orbital_gap_ev=8.762 e_lumo_ha=0.0415 total_energy_ha=-265.5205 smiles=Nc1cc[nH]c1 relative_energy_ev=0.409
N -2.049108 0.294877 -0.281419 0.0 -0.1 0.2 -0.81
C -0.653479 0.103560 -0.115200 0.2 0.0 0.1 0.08
C 0.047847 -1.130757 0.042736 0.0 0.0 0.0 -0.34
C 1.390342 -0.837078 0.122214 0.0 0.0 0.0 -0.06
N 1.527684 0.516906 0.035983 0.1 0.0 -0.1 -0.50
C 0.292480 1.100438 -0.126699 -0.1 0.1 0.0 -0.14
H -2.439946 0.940753 0.394798 0.1 0.0 -0.1 0.37
H -2.559002 -0.574286 -0.197758 0.1 0.0 0.0 0.37
H -0.387278 -2.120912 0.098411 0.1 0.2 0.0 0.22
H 2.251793 -1.483101 0.232209 -0.2 0.1 0.0 0.21
H 2.398808 1.020671 0.029239 -0.1 -0.1 0.0 0.41
H 0.179855 2.168924 -0.234509 0.0 -0.1 0.0 0.21